[1]
ORCA calculation (ωB97M-V/def2-TZVPD) on the ion C6H11N2S with charge +1 at a distorted geometry.

XYZ file:
```
20
Properties=species:S:1:pos:R:3:forces:R:3
C -1.730040 0.356464 0.295691 1.80 -5.47 -0.68
C -4.060094 -0.068117 0.354813 -1.13 -1.81 3.34
C 0.604897 0.902746 0.124125 -2.40 0.11 -1.96
C 0.688547 -0.563304 -0.100171 -0.57 -2.08 -0.46
C 1.607673 -1.299143 0.847261 1.56 0.95 -0.55
C 1.097049 -0.810678 -1.552221 0.90 -0.23 -1.35
N -2.980628 0.442777 0.062528 -0.28 1.57 -1.26
N -0.825670 1.248375 0.320630 1.08 3.25 -0.11
S -0.953495 -1.400862 0.114655 -1.22 3.41 0.72
H -4.903986 0.015981 -0.277372 -0.75 0.15 -0.73
H -4.193266 -0.641325 1.349894 0.10 0.88 -1.47
H 1.225329 1.172680 0.896642 1.09 1.12 1.97
H 0.898029 1.355980 -0.832460 -0.02 0.53 0.80
H 1.589344 -0.986976 1.928595 -0.30 -0.68 -1.16
H 2.603974 -1.083189 0.399707 -0.16 -0.19 0.90
H 1.421990 -2.327869 0.583772 0.27 -0.69 0.92
H 2.015263 -1.440244 -1.639366 -0.82 0.28 0.08
H 1.362326 0.162623 -1.999574 0.05 -0.61 -0.12
H 0.304948 -1.233185 -2.202276 0.46 0.13 0.53
H -1.125196 2.204307 0.059339 0.34 -0.63 0.60
```
Forces are in eV/Å.

As for the LUMO energy: -4.790 eV. Its spin multiplicity is 1. For the highest occupied orbital energy, the calculation gives -13.514 eV. The value obtained for the electronic energy is -20207.3322 eV. As for the energy above the lowest of the compared OMol25 structures with the same formula, charge and spin: 65.04 kcal per mole. Its net charge is +1. The gap between HOMO and LUMO is 8.72 eV.

Quick look at the Mulliken charges, all values in e:
1. C 0.3887
2. C -0.1725
3. C -0.9471
4. C 1.0483
5. C -1.4490
6. C -1.2062
7. N -0.2040
8. N -0.1393
9. S -0.0701
10. H 0.2935
11. H 0.2497
12. H 0.4065
13. H 0.2854
14. H 0.3310
15. H 0.3941
16. H 0.5041
17. H 0.3368
18. H 0.2974
19. H 0.3558
20. H 0.2969



[2]
ORCA calculation (ωB97M-V/def2-TZVPD) on the ion C6H11N2S with charge +1 at a distorted geometry.

XYZ file:
```
20
Properties=species:S:1:pos:R:3:forces:R:3
C 0.864137 -0.933311 1.060293 -2.59 1.08 1.32
C 1.794450 1.299200 -0.355107 -3.03 -2.21 0.26
C -0.167311 -0.463208 -0.054904 -0.83 -1.04 -1.73
C -1.629647 -0.767163 0.198660 1.84 -0.67 1.30
C 0.133604 -1.281699 -1.343876 -1.36 0.25 -1.63
C -0.566074 1.919784 0.578504 0.41 0.22 -0.22
N 2.093588 -0.848628 0.969529 1.24 -0.39 0.79
N 0.014316 0.923094 -0.289560 4.92 1.53 1.33
S 2.852862 0.009441 -0.236628 -0.02 0.36 -0.70
H 0.397477 -1.132949 2.077417 0.49 -0.55 -1.34
H 1.919853 2.290621 -0.618483 0.38 1.68 -0.70
H -2.279999 -0.589853 -0.572666 -1.31 1.52 -2.07
H -2.002601 -0.500851 1.122445 -0.88 1.21 1.95
H -1.733844 -1.796136 0.218421 0.23 -2.43 0.34
H 0.190481 -0.690488 -2.273413 0.08 0.19 0.59
H -0.686218 -1.993235 -1.562491 0.18 0.56 0.40
H 0.961131 -1.916139 -1.350571 1.76 -0.67 0.45
H -1.467727 1.464155 0.871044 -1.56 0.30 0.52
H -0.697816 2.870089 0.021560 0.05 -0.53 0.39
H 0.009339 2.137267 1.539830 -0.01 -0.41 -1.27
```
Forces are in eV/Å.

As for the LUMO energy (spin up / spin down): -3.919 / -7.839 eV. Its spin multiplicity is 3. For the highest occupied orbital energy (spin up / spin down), the calculation gives -12.341 / -14.144 eV. The expectation value of S² is 2.01. The value obtained for the electronic energy is -20202.3914 eV. As for the energy above the lowest of the compared OMol25 structures with the same formula, charge and spin: 64.23 kcal per mole. Its net charge is +1. The gap between HOMO and LUMO (spin up / spin down) is 8.42 / 6.30 eV.

Quick look at the Mulliken charges, all values in e:
1. C -0.1571
2. C -0.2257
3. C 1.6028
4. C -2.5591
5. C -1.5899
6. C -0.8274
7. N -0.3684
8. N 0.0009
9. S 0.0900
10. H 0.3844
11. H 0.5119
12. H 0.5642
13. H 0.5848
14. H 0.6637
15. H 0.3664
16. H 0.4284
17. H 0.4415
18. H 0.4368
19. H 0.3398
20. H 0.3118



[3]
ORCA calculation (ωB97M-V/def2-TZVPD) on a cluster of 2 separate species, C6H11N2S2 in total at a distorted geometry.

XYZ file:
```
21
Properties=species:S:1:pos:R:3:forces:R:3
C -1.296708 -1.655866 1.020019 0.75 1.62 -1.08
C -1.867820 -1.476621 -0.183238 0.39 0.46 -0.35
C 0.584754 -0.046082 0.769686 -0.56 0.35 -2.00
C 0.590906 1.590856 -1.430905 -2.91 1.07 -1.45
C -1.306170 -0.436331 -1.156236 -1.71 -0.35 0.29
C 1.770141 0.687395 1.341242 0.21 -0.69 -2.51
N 1.212845 -1.569230 -1.050827 0.26 2.32 0.17
N -0.152521 -0.917430 1.455884 -0.37 -2.24 1.91
S 1.085109 -2.924760 -0.517859 -0.28 -1.22 0.92
S -0.582686 1.004414 -0.246041 -0.51 -1.41 0.44
H -1.727265 -2.188101 1.820619 -0.40 -0.88 0.54
H -2.808653 -1.992696 -0.477283 0.94 0.49 0.41
H 0.138319 1.200285 -2.412300 1.24 1.24 1.12
H 0.662541 2.680016 -1.250147 -0.01 -0.59 -0.80
H -2.189461 -0.125534 -1.745860 0.57 0.51 0.24
H -0.539470 -0.744987 -1.865512 0.12 -0.25 0.15
H 1.931343 1.686354 0.971214 -0.86 0.72 0.06
H 2.703745 0.289637 0.940926 0.03 -0.85 0.52
H 1.716059 0.681308 2.369822 0.26 0.06 2.35
H 0.136238 -1.287313 2.378981 0.23 0.85 -0.87
H 1.431101 1.091999 -1.136083 2.59 -1.20 -0.06
```
Forces are in eV/Å.

As for the LUMO energy (spin up / spin down): -4.546 / -4.540 eV. Its spin multiplicity is 1. For the highest occupied orbital energy (spin up / spin down), the calculation gives -10.795 / -10.796 eV. The value obtained for the electronic energy is -31039.5941 eV. As for the energy above the lowest of the compared OMol25 structures with the same formula, charge and spin: 130.24 kcal per mole. Its net charge is +1. The gap between HOMO and LUMO (spin up / spin down) is 6.25 / 6.26 eV.

Quick look at the Mulliken charges, all values in e:
1. C -0.5692
2. C -0.4977
3. C 0.6470
4. C -0.8317
5. C -0.6540
6. C -1.5880
7. N -0.0998
8. N -0.0786
9. S 0.1464
10. S 0.2000
11. H 0.4426
12. H 0.3846
13. H 0.3392
14. H 0.3646
15. H 0.4766
16. H 0.4731
17. H 0.3814
18. H 0.3853
19. H 0.4723
20. H 0.2517
21. H 0.3542



[4]
ORCA calculation (ωB97M-V/def2-TZVPD) on the molecule C6H11N3 at a distorted geometry.

XYZ file:
```
20
Properties=species:S:1:pos:R:3:forces:R:3
C 1.382016 -0.388244 2.178476 0.66 0.66 0.19
C 0.018967 0.334097 1.743379 1.35 2.31 1.18
C -0.032839 1.022626 0.289702 -2.57 -1.35 5.24
C 0.930921 1.038571 -0.846424 -2.67 3.15 0.98
C 0.140654 0.044334 -1.633708 -2.21 -1.18 -3.24
N -1.415288 0.491970 -1.809673 1.98 -3.10 1.98
C 0.181234 -1.269140 -0.800478 -1.59 1.03 -3.49
N -0.520232 -1.376866 0.232015 0.65 -1.78 0.82
N -0.914199 -0.181664 0.706474 1.61 0.51 1.48
H 1.406006 -1.166659 3.040202 -0.46 1.97 -1.01
H 1.608945 -1.008197 1.368756 0.32 -1.28 -1.45
H 2.390736 0.276485 2.134909 -2.76 -0.93 0.75
H -0.437822 0.970692 2.632524 0.64 -1.54 -2.08
H -0.948841 1.541409 0.396270 0.43 2.80 -0.85
H 1.112844 2.174754 -0.976584 -0.35 -1.93 -1.02
H 1.734155 0.663175 -0.365773 3.45 -1.43 0.49
H 0.379421 -0.231314 -2.810650 -0.05 0.84 3.15
H -2.090397 0.474181 -0.945918 2.20 0.78 -2.63
H -1.227576 1.162173 -2.493470 -1.39 1.88 -0.66
H 0.294843 -2.084233 -1.467659 0.75 -1.40 0.17
```
Forces are in eV/Å.

As for the LUMO energy: 0.893 eV. Its spin multiplicity is 1. For the highest occupied orbital energy, the calculation gives -9.011 eV. The value obtained for the electronic energy is -10863.6383 eV. As for the energy above the lowest of the compared OMol25 structures with the same formula, charge and spin: 165.59 kcal per mole. The SMILES is C[C@H]1[C@H]2C[C@H](N)C=NN21. The gap between HOMO and LUMO is 9.90 eV.

Quick look at the Mulliken charges, all values in e:
1. C -1.0035
2. C 0.1945
3. C -0.5373
4. C -0.6968
5. C -0.0939
6. N -0.6188
7. C -0.4055
8. N -0.5531
9. N 0.0499
10. H 0.3043
11. H 0.2633
12. H 0.2551
13. H 0.2718
14. H 0.5695
15. H 0.2964
16. H 0.3583
17. H 0.3316
18. H 0.3385
19. H 0.2303
20. H 0.4454



[5]
ORCA calculation (ωB97M-V/def2-TZVPD) on a cluster of 2 separate species, C6H11N3O in total at a distorted geometry.

XYZ file:
```
21
Properties=species:S:1:pos:R:3:forces:R:3
C -4.371519 0.432064 0.419808 -0.30 0.00 0.18
N -3.039558 0.149886 -0.095349 0.11 -0.03 -0.15
C -2.065261 0.015980 0.938432 0.13 0.06 -0.05
C -1.917906 -1.171498 1.835369 0.17 0.07 0.62
N -2.311697 -2.379572 1.122502 -0.15 -0.10 0.07
C -1.192069 -2.202363 0.162983 0.17 -0.01 -0.37
C -0.832227 -0.843249 0.781947 0.15 -0.10 -1.14
C 0.519889 -0.357430 0.931521 2.55 0.39 5.25
N 1.419187 -0.036815 1.665802 -3.05 -1.82 -2.25
H -4.361144 1.380907 0.975417 0.01 -0.22 -0.17
H -5.072540 0.539276 -0.418106 0.20 -0.02 0.23
H -4.748110 -0.357103 1.097088 0.08 0.21 -0.16
H -3.066916 -0.683416 -0.673855 0.03 0.10 0.14
H -1.844234 0.955461 1.453606 -0.04 -0.24 -0.13
H -1.853468 -1.121042 2.922476 -0.02 0.00 -0.31
H -2.194991 -3.214401 1.685687 0.00 0.14 -0.09
H -0.388717 -2.932956 0.319732 -0.16 0.23 -0.04
H -1.485115 -2.207918 -0.897542 0.07 -0.03 0.27
O 1.457587 1.191039 -0.408842 2.63 0.14 1.65
H 2.022933 1.099732 0.654448 -2.93 0.69 -4.19
H 0.651496 1.716480 -0.395246 0.34 0.52 0.63
```
Forces are in eV/Å.

As for the LUMO energy: 0.624 eV. Its spin multiplicity is 1. For the highest occupied orbital energy, the calculation gives -8.965 eV. The value obtained for the electronic energy is -12913.4414 eV. As for the energy above the lowest of the compared OMol25 structures with the same formula, charge and spin: 129.23 kcal per mole. The SMILES is CN[C@H]1[C@H]2NC[C@]21C#N.O. The gap between HOMO and LUMO is 9.59 eV.

Quick look at the Mulliken charges, all values in e:
1. C -0.9256
2. N -0.2927
3. C -0.5036
4. C -0.2775
5. N -0.4274
6. C -0.7726
7. C 1.2027
8. C -0.3724
9. N -0.6887
10. H 0.3012
11. H 0.3371
12. H 0.2956
13. H 0.3073
14. H 0.5527
15. H 0.3681
16. H 0.3015
17. H 0.3793
18. H 0.2064
19. O -0.7732
20. H 0.4706
21. H 0.3110



[6]
ORCA calculation (ωB97M-V/def2-TZVPD) on a cluster of 2 separate species, C6H11N3O in total at a distorted geometry.

XYZ file:
```
21
Properties=species:S:1:pos:R:3:forces:R:3
C 0.801298 -2.109598 -1.044954 -0.43 1.75 -0.84
C -0.569460 -1.418895 -1.289755 -0.08 1.43 -0.33
C -0.890587 -0.402683 -2.239768 -0.06 -2.07 2.76
N -2.151032 -0.025055 -1.843104 0.25 1.21 -1.48
C -2.616162 -0.663852 -0.784525 1.97 -2.94 0.46
N -1.653503 -1.558005 -0.453807 -0.30 -0.05 0.89
H 1.088959 -2.668772 -1.915424 0.23 -0.14 -0.56
H 0.829929 -2.790746 -0.248158 -0.71 -0.99 1.21
H 1.630766 -1.407471 -0.781263 -0.85 -0.11 -0.54
H -0.304464 0.107311 -2.970344 -0.05 0.17 -0.36
H -2.668439 0.631607 -2.342470 -0.88 1.27 -0.84
H -3.641138 -0.682297 -0.372882 0.94 0.41 -0.43
C 1.688511 1.924639 2.496892 1.83 -0.41 2.71
C 0.907813 1.876594 1.243231 -0.44 -1.88 1.34
N 0.568609 0.475128 1.125604 0.54 4.33 -4.20
O 0.734732 2.875932 0.563581 -0.37 -2.19 -0.09
H 2.121237 0.948562 2.897424 -0.97 0.88 -0.88
H 1.216273 2.377139 3.397849 -0.07 0.06 -0.97
H 2.585750 2.475610 2.284651 0.38 0.73 0.03
H -0.047213 0.140556 0.446030 -1.03 0.22 -2.10
H 0.368123 -0.105696 1.831195 0.08 -1.69 4.22
```
Forces are in eV/Å.

As for the LUMO energy: 0.835 eV. Its spin multiplicity is 1. For the highest occupied orbital energy, the calculation gives -8.816 eV. The value obtained for the electronic energy is -12917.3103 eV. As for the energy above the lowest of the compared OMol25 structures with the same formula, charge and spin: 40.01 kcal per mole. The SMILES is Cc1c[nH]cn1.CC(N)=O. The gap between HOMO and LUMO is 9.65 eV.

Quick look at the Mulliken charges, all values in e:
1. C -1.2418
2. C 0.3873
3. C -0.3430
4. N 0.0203
5. C -0.1645
6. N -0.5958
7. H 0.3643
8. H 0.3774
9. H 0.2761
10. H 0.4033
11. H 0.1140
12. H 0.3741
13. C -0.9144
14. C 0.5847
15. N -0.3307
16. O -0.5817
17. H 0.2772
18. H 0.2321
19. H 0.2886
20. H 0.2266
21. H 0.2458



> What is the electronic energy in the fourth record?

-10863.6383 eV